## a
{
  "formula": "C3H7N3O",
  "method": "ωB97M-V/def2-TZVPD",
  "homo_ev": -6.97,
  "symbols": ["O", "N", "N", "N", "C", "C", "C", "H", "H", "H", "H", "H", "H", "H"],
  "coordinates": [[0.452, -0.169, -1.521], [-3.244, -0.066, 0.224], [1.414, 0.334, 0.578], [-0.953, 0.056, 0.269], [-2.155, -0.177, -0.407], [2.858, -0.108, 0.267], [0.264, 0.046, -0.359], [2.742, -1.181, 0.049], [-1.050, 0.300, 1.247], [1.192, -0.042, 1.502], [1.467, 1.346, 0.699], [-2.003, -0.443, -1.455], [3.048, 0.371, -0.707], [-4.033, -0.267, -0.386]]
}

=====

## b
{
  "formula": "C3H7N3O",
  "method": "ωB97M-V/def2-TZVPD",
  "homo_ev": -9.35,
  "smiles": "[H]/N=C(\\N)N(C)C=O",
  "symbols": ["O", "N", "N", "N", "C", "C", "C", "H", "H", "H", "H", "H", "H", "H"],
  "coordinates": [[-2.134, -0.618, -0.138], [-0.091, 0.499, 0.206], [2.052, -0.012, -0.251], [0.386, -1.794, 0.260], [-1.428, 0.362, -0.105], [0.849, -0.472, 0.032], [0.333, 1.958, 0.104], [-0.552, 2.652, -0.032], [0.828, -2.549, -0.149], [2.647, -0.806, -0.509], [1.096, 1.934, -0.685], [-0.624, -1.761, 0.123], [0.743, 2.174, 1.091], [-2.020, 1.354, -0.435]]
}

=====

## c
{
  "formula": "C3H7N3O",
  "method": "ωB97M-V/def2-TZVPD",
  "homo_ev": -9.71,
  "smiles": "[H]/N=C/NC(=O)NC",
  "symbols": ["O", "N", "N", "N", "C", "C", "C", "H", "H", "H", "H", "H", "H", "H"],
  "coordinates": [[-0.887, 1.152, 0.421], [0.583, 0.089, -0.980], [0.186, -0.745, 1.133], [0.670, 0.542, -3.232], [-0.633, -0.837, 2.322], [0.343, 0.917, -2.066], [-0.095, 0.250, 0.224], [1.147, -1.028, 1.215], [0.928, -0.832, -1.212], [-0.126, 1.859, -1.780], [-1.649, -1.106, 2.033], [0.443, 1.268, -3.909], [-0.240, -1.629, 2.957], [-0.670, 0.099, 2.876]]
}

=====

Which one sits at the bottom of the stability order? a does.

=====

## a
{
  "formula": "C3H7N3O",
  "method": "ωB97M-V/def2-TZVPD",
  "homo_ev": -10.10,
  "symbols": ["O", "N", "N", "N", "C", "C", "C", "H", "H", "H", "H", "H", "H", "H"],
  "coordinates": [[-2.311, 1.316, -1.136], [1.974, 0.214, 0.350], [-0.267, -2.344, -0.855], [-0.390, 0.623, 0.067], [0.787, -0.141, -0.359], [-1.410, 0.987, -0.483], [0.489, -1.623, -0.167], [-2.441, 2.051, 1.876], [0.986, 0.031, -1.428], [-0.742, -1.861, -1.620], [-1.823, 1.596, 1.602], [1.031, -2.104, 0.644], [1.858, 0.087, 1.349], [2.260, 1.167, 0.160]]
}

=====

## b
{
  "formula": "C3H7N3O",
  "method": "ωB97M-V/def2-TZVPD",
  "homo_ev": -9.48,
  "smiles": "C=N[C@H](N)C(N)=O",
  "symbols": ["O", "N", "N", "N", "C", "C", "C", "H", "H", "H", "H", "H", "H", "H"],
  "coordinates": [[-0.486, 1.753, 1.620], [1.507, 1.125, 0.714], [0.257, -0.565, -0.988], [-1.877, 0.168, -0.239], [0.500, -1.801, -1.097], [0.162, 1.026, 0.887], [-0.522, -0.155, 0.170], [1.085, -2.161, -1.946], [1.922, 0.700, -0.102], [-1.838, 0.656, -1.130], [-0.579, -0.963, 0.923], [0.146, -2.548, -0.374], [-2.236, 0.835, 0.445], [1.961, 1.931, 1.116]]
}

=====

## c
{
  "formula": "C3H7N3O",
  "method": "ωB97M-V/def2-TZVPD",
  "homo_ev": [-8.07, -8.07],
  "symbols": ["O", "N", "N", "N", "C", "C", "C", "H", "H", "H", "H", "H", "H", "H"],
  "coordinates": [[1.090, 2.054, 1.203], [0.856, -0.832, 1.012], [-0.104, 1.447, 1.356], [0.857, 0.439, -1.287], [-1.252, -0.873, -0.965], [-0.110, 0.109, 1.256], [0.011, -0.155, -0.603], [1.806, 1.406, 1.048], [0.824, 0.288, -2.287], [-1.077, -0.284, 1.558], [1.790, -0.450, 0.869], [-2.116, -0.284, -0.660], [-1.282, -1.030, -2.043], [-1.293, -1.835, -0.457]]
}

=====

## d
{
  "formula": "C3H7N3O",
  "method": "ωB97M-V/def2-TZVPD",
  "homo_ev": -8.74,
  "smiles": "[H]/N=C(N)/N=C(\\C)O",
  "symbols": ["O", "N", "N", "N", "C", "C", "C", "H", "H", "H", "H", "H", "H", "H"],
  "coordinates": [[-1.994, 1.275, 0.539], [2.326, -0.031, 0.098], [0.533, 0.150, -1.429], [0.227, 0.843, 0.665], [-1.476, -1.002, 0.248], [-0.990, 0.409, 0.352], [1.066, 0.334, -0.248], [-1.982, -1.148, -0.708], [1.096, -0.483, -1.999], [-0.656, -1.714, 0.337], [-2.196, -1.193, 1.050], [3.011, 0.030, -0.640], [2.635, 0.401, 0.959], [-1.600, 2.130, 0.776]]
}

=====

Which one sits at the bottom of the stability order? c does.

=====

## a
{
  "formula": "C3H7N3O",
  "method": "ωB97M-V/def2-TZVPD",
  "homo_ev": -8.33,
  "symbols": ["O", "N", "N", "N", "C", "C", "C", "H", "H", "H", "H", "H", "H", "H"],
  "coordinates": [[1.032, -0.641, -1.364], [-0.593, 0.856, -0.800], [0.370, -0.476, 0.838], [1.261, -1.477, 2.593], [-0.855, 1.232, -2.174], [0.305, -0.137, -0.540], [0.900, -1.646, 1.224], [-1.618, 0.593, -2.636], [1.466, -2.394, 2.988], [-0.035, 0.161, 1.527], [-1.314, 1.035, -0.118], [-1.181, 2.274, -2.212], [0.074, 1.120, -2.736], [2.199, -1.195, 2.265]]
}

=====

## b
{
  "formula": "C3H7N3O",
  "method": "ωB97M-V/def2-TZVPD",
  "homo_ev": [-7.50, -7.50],
  "symbols": ["O", "N", "N", "N", "C", "C", "C", "H", "H", "H", "H", "H", "H", "H"],
  "coordinates": [[-0.563, 1.591, 1.807], [-0.063, -0.088, 0.109], [-0.381, 1.119, -1.214], [2.191, 0.327, 0.334], [-0.618, -1.361, -0.389], [1.161, -0.213, 0.799], [-0.914, 0.688, 1.123], [-0.778, -2.055, 0.433], [0.028, 0.602, -1.995], [-1.961, 0.375, 1.007], [3.011, 0.152, 0.914], [0.343, 1.798, -0.969], [-1.563, -1.142, -0.882], [0.106, -1.793, -1.078]]
}

=====

Which one sits at the bottom of the stability order? b does.

=====

## a
{
  "formula": "C15H19NO2",
  "method": "ωB97M-V/def2-TZVPD",
  "homo_ev": -7.98,
  "smiles": "COc1ccccc1[C@H](O)C1=CN2CCC1CC2",
  "symbols": ["O", "O", "N", "C", "C", "C", "C", "C", "C", "C", "C", "C", "C", "C", "C", "C", "C", "C", "H", "H", "H", "H", "H", "H", "H", "H", "H", "H", "H", "H", "H", "H", "H", "H", "H", "H", "H"],
  "coordinates": [[-2.131, 1.529, 0.845], [-0.215, -0.209, -2.627], [2.295, 1.386, 0.803], [1.840, -0.648, -0.713], [-1.538, -1.881, -0.658], [-3.011, -2.036, 1.223], [-2.897, -0.662, 1.329], [0.844, 0.508, -0.725], [2.066, 0.192, 1.594], [-2.039, 0.177, 0.567], [3.525, 1.140, -0.035], [1.939, -1.108, 0.696], [3.235, 0.021, -1.013], [1.211, 1.619, 0.054], [-2.422, -2.672, 0.167], [-0.484, 0.489, -1.381], [-1.384, -0.436, -0.545], [-3.273, 2.089, 0.274], [-0.951, -0.072, -3.261], [-2.916, 2.575, -0.657], [-0.926, -2.404, -1.339], [3.107, 0.280, -2.078], [4.026, -0.758, -0.995], [4.394, 0.871, 0.552], [-3.710, -2.415, 1.846], [3.593, 2.037, -0.576], [-4.020, 1.356, 0.155], [2.791, 0.238, 2.379], [-3.365, -0.271, 2.191], [1.680, -1.401, -1.445], [-2.570, -3.772, -0.121], [-3.508, 2.891, 0.974], [0.904, -1.505, 1.051], [-0.866, 1.517, -1.562], [2.800, -1.654, 0.959], [0.828, 2.637, -0.039], [1.149, 0.352, 2.110]]
}

=====

## b
{
  "formula": "C15H19NO2",
  "method": "ωB97M-V/def2-TZVPD",
  "homo_ev": -8.50,
  "smiles": "C=CCc1cc(C(=O)N2CCCCC2)ccc1O",
  "symbols": ["O", "O", "N", "C", "C", "C", "C", "C", "C", "C", "C", "C", "C", "C", "C", "C", "C", "C", "H", "H", "H", "H", "H", "H", "H", "H", "H", "H", "H", "H", "H", "H", "H", "H", "H", "H", "H"],
  "coordinates": [[3.925, -1.570, 0.681], [-1.467, -0.702, -2.479], [-2.057, 0.341, -0.568], [0.527, -1.971, -0.511], [4.481, 1.146, -0.703], [0.145, -0.656, -0.743], [2.329, 0.104, -0.025], [-3.378, 0.655, -1.072], [-2.920, -0.234, 1.641], [-1.899, 0.585, 0.846], [-4.335, 0.090, 1.167], [1.055, 0.366, -0.504], [5.743, 1.077, -0.318], [3.306, 1.228, 0.229], [2.698, -1.225, 0.211], [-4.442, -0.157, -0.335], [1.789, -2.251, -0.029], [-1.195, -0.360, -1.342], [-0.886, 0.325, 1.154], [-3.383, 0.427, -2.139], [0.764, 1.389, -0.701], [-2.062, 1.654, 1.036], [6.552, 1.020, -1.026], [2.793, 2.179, 0.063], [-2.717, -1.296, 1.489], [4.226, 1.134, -1.755], [-5.060, -0.525, 1.703], [-2.812, -0.015, 2.704], [-4.287, -1.217, -0.545], [4.506, -0.798, 0.679], [2.103, -3.265, 0.163], [3.648, 1.210, 1.269], [6.027, 1.096, 0.723], [-3.560, 1.727, -0.930], [-5.431, 0.123, -0.700], [-0.167, -2.772, -0.714], [-4.558, 1.138, 1.382]]
}

=====

Which one sits at the bottom of the stability order? a does.